Formula: C5H9O5Yb
Source: the OMol25 dataset
Level of theory: the ωB97M-V functional and the def2-TZVPD basis

Spin multiplicity: 3
Kohn-Sham gap (spin up / spin down) in eV: 6.494 / 5.451
Charge: +1
⟨S²⟩: 2.0124

XYZ file:
```
20
Properties=species:S:1:pos:R:3:forces:R:3
H -1.26552 3.36830 -0.91577 -0.124 -0.052 0.181
H -1.51097 0.93534 -1.47987 0.006 0.217 0.058
H -1.71045 2.99258 0.79803 0.000 0.008 -0.243
H -2.87369 2.75569 -0.51348 0.294 -0.030 0.048
H 0.09178 -0.41732 -2.06258 0.024 -0.620 0.552
Yb 1.46248 2.80080 0.36102 -0.232 -0.259 -0.066
O 0.72058 -0.89009 -1.48135 -0.490 -0.145 1.296
H -1.98934 0.58694 0.16727 0.076 0.220 -0.041
O 0.01716 0.99976 -0.08137 1.185 -0.062 0.546
O -0.04647 -2.84118 0.72764 0.344 -2.750 1.536
H -0.58343 -0.95135 0.25250 0.570 -0.430 -0.441
C -1.80980 2.67891 -0.25175 0.255 0.214 0.089
H 2.54737 -0.53991 0.20100 -0.554 0.202 0.242
O 1.46322 -4.48608 0.95490 -1.013 -0.335 0.841
O 2.10288 -2.39251 0.61974 -0.268 -1.274 1.177
C 0.42309 -0.78456 -0.14617 -0.540 3.013 -2.421
H 1.50887 -0.71198 1.69820 0.173 -0.076 -0.153
C 1.68757 -1.04592 0.66775 -0.186 0.695 0.076
C 1.11610 -3.30974 0.92158 0.768 2.884 -3.226
C -1.35144 1.25234 -0.43729 -0.288 -1.420 -0.052
```
Forces are in eV/Å.

From a Löwdin analysis of the wavefunction, the atomic charges in e read:
1. H 0.06
2. H 0.12
3. H 0.08
4. H 0.10
5. H 0.13
6. Yb 1.11
7. O 0.08
8. H 0.13
9. O -0.48
10. O 0.17
11. H 0.14
12. C -0.11
13. H 0.14
14. O 0.32
15. O 0.06
16. C -0.16
17. H 0.15
18. C -0.12
19. C -0.58
20. C -0.34